Entry 1:
Molecular formula: C4H7MgO3
Method: DFT, ωB97M-V/def2-TZVPD

The geometry in XYZ format:
```
15
Properties=species:S:1:pos:R:3:lowdin_spin:R:1
H 1.555 1.627 0.506 0.00
Mg 1.737 0.448 3.764 0.00
O 1.839 0.059 1.908 0.05
C 1.719 0.548 0.785 0.09
O 1.904 -0.191 -0.265 0.08
C 1.750 0.379 -1.506 0.69
H 1.850 -0.334 -2.318 0.03
H 1.863 1.455 -1.616 0.03
O -0.827 0.660 0.468 0.01
C -1.229 -0.377 -0.018 0.01
C -2.656 -0.694 -0.291 0.00
H -0.501 -1.172 -0.298 0.00
H -3.320 0.125 0.004 0.00
H -2.764 -0.913 -1.365 0.00
H -2.919 -1.621 0.241 0.00
```

Properties
Relative energy (zero: lowest compared OMol25 entry of this formula, charge and spin)   41.2 kJ/mol
Molecular weight   127.40 g/mol
Spin multiplicity   2
Total charge   +2
Highest occupied orbital energy (spin up / spin down)   -15.821 / -16.669 eV
Calculated total energy   -15827.9136 eV

Entry 2:
Molecular formula: C4H7N
Method: DFT, ωB97M-V/def2-TZVPD

The geometry in XYZ format:
```
12
Properties=species:S:1:pos:R:3:mulliken_charge:R:1
C -0.381 0.434 0.161 0.50
C 1.248 -0.688 -0.300 -0.64
C 0.174 -1.546 0.394 -0.21
C -0.817 1.821 -0.203 -1.17
N -0.844 -0.588 0.759 -0.58
H 1.426 -0.885 -1.360 0.30
H 1.873 -0.486 0.550 0.29
H -0.298 -2.111 -0.383 0.22
H 0.502 -2.376 1.121 0.28
H -1.088 1.911 -1.175 0.33
H -0.112 2.511 0.036 0.33
H -1.682 2.002 0.399 0.35
```

Properties
Relative energy (zero: lowest compared OMol25 entry of this formula, charge and spin)   348.9 kJ/mol
Molecular weight   69.11 g/mol
Spin multiplicity   1
Highest occupied orbital energy   -8.422 eV
Calculated total energy   -5747.8003 eV

Entry 3:
Molecular formula: C4H7N
Method: DFT, ωB97M-V/def2-TZVPD

The geometry in XYZ format:
```
12
Properties=species:S:1:pos:R:3:mulliken_charge:R:1
C -0.986 -0.374 1.130 -0.53
C -0.182 0.034 0.004 1.14
C 0.506 1.462 0.139 -1.18
C 0.281 -1.078 -0.949 -1.26
N -1.728 0.234 0.346 -0.45
H -1.031 -1.490 2.652 0.23
H 1.497 1.295 0.461 0.31
H -0.207 2.019 0.649 0.43
H 0.522 2.056 -0.813 0.29
H 0.092 -0.834 -1.999 0.27
H -0.110 -2.003 -0.724 0.41
H 1.347 -1.322 -0.895 0.33
```

Properties
Relative energy (zero: lowest compared OMol25 entry of this formula, charge and spin)   553.3 kJ/mol
Molecular weight   69.11 g/mol
Spin multiplicity   1
Highest occupied orbital energy (spin up / spin down)   -9.187 / -9.185 eV
Calculated total energy   -5745.6824 eV

Entry 4:
Molecular formula: C4H7N2
Method: DFT, ωB97M-V/def2-TZVPD

The geometry in XYZ format:
```
13
Properties=species:S:1:pos:R:3:mulliken_charge:R:1
C -1.117 -0.820 1.410 0.43
N -1.621 0.287 1.475 -0.14
C -1.390 1.222 0.478 -0.48
C 0.201 0.901 0.021 -0.52
N 0.472 -0.501 0.014 -0.34
C 0.047 -1.590 1.095 -0.21
H -1.470 2.232 0.829 0.32
H -2.178 1.166 -0.278 0.30
H 0.743 1.358 0.818 0.34
H 0.565 1.336 -0.918 0.39
H -0.072 -0.608 -0.832 0.32
H 0.863 -2.045 1.699 0.34
H -0.366 -2.508 0.618 0.26
```

Properties
Relative energy (zero: lowest compared OMol25 entry of this formula, charge and spin)   487.1 kJ/mol
Molecular weight   83.11 g/mol
Spin multiplicity   1
Total charge   +1
SMILES string   C1#[N+]CCNC1
Highest occupied orbital energy (spin up / spin down)   -15.504 / -15.505 eV
Calculated total energy   -7230.6898 eV

Entry 5:
Molecular formula: C4H7N2
Method: DFT, ωB97M-V/def2-TZVPD

The geometry in XYZ format:
```
13
Properties=species:S:1:pos:R:3:mulliken_charge:R:1
C 0.139 -0.087 0.563 0.42
C 0.338 -0.635 1.743 -0.69
C 0.722 1.100 -0.194 -0.41
C 0.307 0.849 -1.630 -0.13
N -1.616 -1.439 0.118 -0.70
N -0.782 -0.671 -0.328 0.34
H -0.087 -1.557 2.022 0.34
H 1.111 -0.321 2.519 0.25
H 0.096 1.946 0.103 0.29
H 1.751 0.983 -0.165 0.39
H -0.506 1.501 -2.089 0.29
H 0.839 0.145 -2.127 0.31
H -2.314 -1.813 -0.534 0.29
```

Properties
Relative energy (zero: lowest compared OMol25 entry of this formula, charge and spin)   600.5 kJ/mol
Molecular weight   83.11 g/mol
Spin multiplicity   1
Total charge   +1
Highest occupied orbital energy (spin up / spin down)   -14.743 / -14.742 eV
Calculated total energy   -7229.5149 eV

Entry 6:
Molecular formula: C4H7N2
Method: DFT, ωB97M-V/def2-TZVPD

The geometry in XYZ format:
```
13
Properties=species:S:1:pos:R:3:mulliken_charge:R:1
C -0.891 0.971 -0.302 -0.86
C -0.488 -0.243 -0.081 0.66
C -0.989 -1.616 -0.455 -1.18
N 0.771 -0.262 0.646 -0.17
C 1.600 0.640 0.646 0.44
N 1.926 1.730 0.619 -0.07
H -1.546 1.212 -1.141 0.27
H -0.351 1.836 0.028 0.28
H -0.407 -1.971 -1.313 0.31
H -2.043 -1.666 -0.813 0.35
H -1.016 -2.166 0.428 0.40
H 0.903 -0.978 1.285 0.27
H 2.530 2.513 0.453 0.31
```

Properties
Relative energy (zero: lowest compared OMol25 entry of this formula, charge and spin)   350.2 kJ/mol
Molecular weight   83.11 g/mol
Spin multiplicity   1
Total charge   +1
SMILES string   C=C(C)[NH+]=C=N
Highest occupied orbital energy   -14.475 eV
Calculated total energy   -7232.1086 eV

Entry 7:
Molecular formula: C4H7N2
Method: DFT, ωB97M-V/def2-TZVPD

The geometry in XYZ format:
```
13
Properties=species:S:1:pos:R:3:mulliken_charge:R:1
N 0.934 -1.476 -0.444 -0.36
C 0.670 -0.438 0.333 0.84
N 1.464 -0.107 1.340 -0.36
C -0.467 0.349 0.050 -0.08
C -1.501 1.126 0.293 -0.26
C -1.433 0.881 -1.168 -0.61
H 0.311 -1.703 -1.205 0.24
H 1.728 -2.076 -0.277 0.22
H 1.253 0.695 1.913 0.24
H 2.297 -0.641 1.547 0.22
H -2.124 1.549 1.049 0.38
H -2.142 0.210 -1.624 0.29
H -0.990 1.628 -1.807 0.25
```

Properties
Relative energy (zero: lowest compared OMol25 entry of this formula, charge and spin)   253.4 kJ/mol
Molecular weight   83.11 g/mol
Spin multiplicity   1
Total charge   +1
SMILES string   NC(=[NH2+])C1=CC1
Highest occupied orbital energy   -14.479 eV
Calculated total energy   -7233.1121 eV

Entry 8:
Molecular formula: C4H7N2
Method: DFT, ωB97M-V/def2-TZVPD

The geometry in XYZ format:
```
13
Properties=species:S:1:pos:R:3:mulliken_charge:R:1
C -0.541 1.122 -0.337 -0.62
C 0.239 1.371 -1.430 -0.22
C -0.821 -1.667 1.382 -0.07
C 0.541 0.260 0.259 0.06
N -0.128 -1.147 0.389 -0.04
N 1.373 0.803 -0.903 -0.32
H -1.490 1.519 0.082 0.34
H 0.303 1.893 -2.384 0.44
H -0.877 -1.267 2.486 0.26
H -1.440 -2.556 1.319 0.29
H 0.970 0.740 1.205 0.34
H -0.169 -1.483 -0.531 0.30
H 2.043 0.413 -1.536 0.24
```

Properties
Relative energy (zero: lowest compared OMol25 entry of this formula, charge and spin)   482.6 kJ/mol
Molecular weight   83.11 g/mol
Spin multiplicity   1
Total charge   +1
Highest occupied orbital energy   -12.730 eV
Calculated total energy   -7230.7368 eV

Entry 9:
Molecular formula: C4H7N2
Method: DFT, ωB97M-V/def2-TZVPD

The geometry in XYZ format:
```
13
Properties=species:S:1:pos:R:3:lowdin_spin:R:1
C -1.114 1.130 0.503 0.07
C -0.157 1.455 -0.599 0.23
C 1.214 -1.911 0.289 0.12
C -0.679 0.021 -0.359 0.21
N 1.294 -0.663 1.004 0.76
N 0.464 -0.752 0.094 0.51
H -0.508 1.345 1.437 0.00
H -2.156 1.289 0.521 0.01
H -0.501 1.882 -1.601 0.01
H 0.781 1.591 -0.282 0.00
H 1.911 -2.045 -0.485 0.03
H 0.731 -2.747 0.658 0.02
H -1.280 -0.595 -1.181 0.00
```

Properties
Relative energy (zero: lowest compared OMol25 entry of this formula, charge and spin)   423.8 kJ/mol
Molecular weight   83.11 g/mol
Spin multiplicity   3
Total charge   +1
Highest occupied orbital energy (spin up / spin down)   -13.178 / -16.480 eV
Calculated total energy   -7226.3396 eV

Entry 10:
Molecular formula: C4H7N2
Method: DFT, ωB97M-V/def2-TZVPD

The geometry in XYZ format:
```
13
Properties=species:S:1:pos:R:3:lowdin_spin:R:1
C 0.819 -1.575 0.035 0.57
C 1.725 -0.453 -0.040 0.21
C 2.554 0.480 -0.256 0.41
C -0.895 0.302 0.087 0.10
N -1.956 -0.488 -0.263 0.03
N 0.301 -0.357 0.147 0.53
H 0.554 -2.575 0.090 0.04
H 3.547 0.414 -0.605 0.02
H 2.488 1.539 -0.060 0.02
H -1.076 0.804 0.959 0.04
H -0.668 1.129 -0.614 0.04
H -1.691 -1.282 -0.815 0.00
H -2.778 -0.524 0.328 0.00
```

Properties
Relative energy (zero: lowest compared OMol25 entry of this formula, charge and spin)   319.3 kJ/mol
Molecular weight   83.11 g/mol
Spin multiplicity   3
Total charge   +1
Highest occupied orbital energy (spin up / spin down)   -12.396 / -13.971 eV
Calculated total energy   -7227.4232 eV

Entry 11:
Molecular formula: C4H7N2O
Method: DFT, ωB97M-V/def2-TZVPD

The geometry in XYZ format:
```
14
Properties=species:S:1:pos:R:3:mulliken_charge:R:1
C -2.689 0.708 -0.470 -0.09
C -1.805 0.060 0.052 -0.58
C -0.937 -0.817 0.764 -0.07
N 0.437 -0.687 0.492 -0.19
C 1.104 0.238 -0.171 0.75
N 2.429 0.175 -0.478 -0.37
O 0.536 1.352 -0.618 -0.44
H -3.294 1.160 -1.234 0.42
H -0.968 -0.806 1.913 0.30
H -1.203 -1.800 0.517 0.31
H 0.995 -1.480 0.746 0.23
H 2.755 0.931 -0.941 0.23
H 3.166 -0.432 -0.071 0.24
H -0.528 1.397 -0.502 0.26
```

Properties
Relative energy (zero: lowest compared OMol25 entry of this formula, charge and spin)   214.2 kJ/mol
Molecular weight   99.11 g/mol
Spin multiplicity   1
Total charge   +1
SMILES string   C#CCNC(=[NH2+])O
Highest occupied orbital energy   -14.733 eV
Calculated total energy   -9280.5703 eV

Entry 12:
Molecular formula: C4H7N2O
Method: DFT, ωB97M-V/def2-TZVPD

The geometry in XYZ format:
```
14
Properties=species:S:1:pos:R:3:mulliken_charge:R:1
C -1.070 1.493 0.207 0.04
C 2.250 0.627 -0.128 0.11
C 0.289 -0.904 0.552 -0.42
C -0.966 -0.784 -0.301 -0.54
N 1.065 0.240 0.429 -0.24
N -1.665 0.512 -0.250 -0.06
O 3.014 -0.206 -0.435 -0.41
H -1.173 2.542 0.417 0.40
H 2.262 1.671 -0.164 0.40
H 0.124 -1.176 1.603 0.33
H 0.730 -1.822 0.042 0.35
H -0.484 -0.816 -1.386 0.29
H -1.650 -1.734 -0.325 0.40
H -2.724 0.357 -0.260 0.36
```

Properties
Relative energy (zero: lowest compared OMol25 entry of this formula, charge and spin)   646.9 kJ/mol
Molecular weight   99.11 g/mol
Spin multiplicity   1
Total charge   +1
Highest occupied orbital energy (spin up / spin down)   -14.340 / -14.066 eV
Calculated total energy   -9276.0856 eV

Entry 13:
Molecular formula: C4H7N2O
Method: DFT, ωB97M-V/def2-TZVPD

The geometry in XYZ format:
```
14
Properties=species:S:1:pos:R:3:mulliken_charge:R:1
C 1.631 -1.500 -0.021 -0.36
C 0.976 -0.576 0.721 -0.22
C 0.835 -2.382 -0.865 0.44
C -0.531 -0.637 0.521 0.00
N -0.825 -1.695 -0.149 -0.38
N -0.676 1.108 -0.543 -0.71
O 0.864 -3.165 -1.702 -0.25
H 2.760 -1.596 -0.099 0.39
H 1.489 0.103 1.472 0.40
H -1.250 -0.145 1.122 0.52
H -1.667 -1.978 -0.547 0.21
H -0.251 1.678 0.080 0.29
H -1.728 1.160 -0.638 0.34
H -0.215 1.025 -1.552 0.33
```

Properties
Relative energy (zero: lowest compared OMol25 entry of this formula, charge and spin)   280.7 kJ/mol
Molecular weight   99.11 g/mol
Spin multiplicity   1
Total charge   +1
Highest occupied orbital energy   -14.599 eV
Calculated total energy   -9279.8807 eV

Entry 14:
Molecular formula: C4H7N2O
Method: DFT, ωB97M-V/def2-TZVPD

The geometry in XYZ format:
```
14
Properties=species:S:1:pos:R:3:mulliken_charge:R:1
N -1.595 0.651 1.506 -0.50
C -0.711 0.170 0.613 0.35
C 0.191 -0.851 0.588 -0.60
C 0.945 -0.756 -0.697 -0.40
C 0.421 0.593 -1.323 0.37
O 0.933 1.156 -2.349 -0.40
N -0.525 1.002 -0.481 -0.10
H -1.648 0.268 2.360 0.21
H -2.587 0.942 1.280 0.25
H 0.358 -1.372 1.504 0.37
H 2.043 -0.467 -0.577 0.34
H 0.900 -2.011 -0.796 0.35
H 1.574 0.515 -2.725 0.41
H -0.845 2.003 -0.334 0.36
```

Properties
Relative energy (zero: lowest compared OMol25 entry of this formula, charge and spin)   242.9 kJ/mol
Molecular weight   99.11 g/mol
Spin multiplicity   1
Total charge   +1
SMILES string   NC1=CCC(O)=[NH+]1
Highest occupied orbital energy   -12.779 eV
Calculated total energy   -9280.2724 eV

Entry 15:
Molecular formula: C4H7N2O
Method: DFT, ωB97M-V/def2-TZVPD

The geometry in XYZ format:
```
14
Properties=species:S:1:pos:R:3:mulliken_charge:R:1
C -0.460 0.781 -1.848 -1.07
C -0.202 0.098 -0.558 0.40
C -0.169 0.763 0.598 -0.35
C 0.218 -0.027 1.694 -0.31
N 0.376 -1.322 1.030 -0.25
N 0.250 -1.210 -0.226 0.85
O 0.423 -2.145 -1.013 -0.52
H -1.125 0.136 -2.388 0.37
H 0.441 0.992 -2.444 0.30
H -0.993 1.708 -1.537 0.33
H -0.450 1.874 0.698 0.32
H 1.205 0.398 2.056 0.30
H -0.561 -0.052 2.577 0.34
H 1.048 -1.994 1.360 0.30
```

Properties
Relative energy (zero: lowest compared OMol25 entry of this formula, charge and spin)   393.7 kJ/mol
Molecular weight   99.11 g/mol
Spin multiplicity   1
Total charge   +1
SMILES string   CC1=CCN[N+]1=O
Highest occupied orbital energy   -15.492 eV
Calculated total energy   -9278.7091 eV

Entry 16:
Molecular formula: C4H7N2O2
Method: DFT, ωB97M-V/def2-TZVPD

The geometry in XYZ format:
```
15
Properties=species:S:1:pos:R:3:mulliken_charge:R:1
C -1.506 -1.143 0.300 0.33
C -0.434 -0.759 -0.402 0.47
C 0.190 0.800 -0.665 0.03
C 0.293 0.334 0.743 -0.36
N -0.677 1.736 -1.045 -0.37
N 1.476 -0.036 1.215 -0.37
O -2.460 -1.243 0.921 -0.22
O 0.416 -1.643 -0.998 -0.52
H 1.130 0.538 -1.241 0.35
H -0.421 0.454 1.604 0.43
H -1.255 2.191 -0.356 0.22
H -0.770 2.205 -1.869 0.18
H 1.488 -0.693 1.949 0.25
H 2.203 -0.139 0.633 0.21
H 0.326 -2.603 -0.789 0.36
```

Properties
Relative energy (zero: lowest compared OMol25 entry of this formula, charge and spin)   311.0 kJ/mol
Molecular weight   115.11 g/mol
Spin multiplicity   1
Total charge   +1
Highest occupied orbital energy   -13.483 eV
Calculated total energy   -11326.5022 eV

Entry 17:
Molecular formula: C4H7N2O2
Method: DFT, ωB97M-V/def2-TZVPD

The geometry in XYZ format:
```
15
Properties=species:S:1:pos:R:3:lowdin_spin:R:1
C 0.473 0.522 -1.734 0.39
C -1.894 -0.348 -1.282 0.10
C -0.530 0.090 -1.027 0.59
C -0.212 -0.251 1.097 0.36
N 1.048 -0.193 1.366 0.04
N -1.187 -0.668 1.802 0.05
O -2.678 -0.744 -0.434 0.18
O 1.665 0.929 -1.321 0.18
H 0.397 0.296 -2.912 0.04
H -2.120 -0.435 -2.425 0.01
H 1.808 0.194 0.801 0.00
H 1.268 -0.533 2.358 0.02
H -2.224 -0.789 1.226 0.01
H -0.950 -0.834 2.814 0.02
H 2.221 1.429 -1.933 0.01
```

Properties
Relative energy (zero: lowest compared OMol25 entry of this formula, charge and spin)   322.2 kJ/mol
Molecular weight   115.11 g/mol
Spin multiplicity   3
Total charge   +1
Highest occupied orbital energy (spin up / spin down)   -10.755 / -14.285 eV
Calculated total energy   -11322.8502 eV

Entry 18:
Molecular formula: C4H7N2OS
Method: DFT, ωB97M-V/def2-TZVPD

The geometry in XYZ format:
```
15
Properties=species:S:1:pos:R:3:mulliken_charge:R:1
C 0.177 0.273 1.565 -0.72
C -0.314 1.537 1.257 0.13
C 0.461 -0.781 0.717 0.16
C 0.222 -1.804 -1.390 0.71
N 0.394 -0.790 -0.606 -0.56
N -0.520 2.024 0.057 -0.27
O 0.582 -1.784 -2.651 -0.46
S -0.675 -3.220 -0.909 -0.13
H 0.339 0.082 2.614 0.32
H -0.542 2.201 2.084 0.35
H 0.839 -1.682 1.201 0.44
H -0.301 1.453 -0.752 0.22
H -0.876 2.956 -0.084 0.25
H 1.116 -1.011 -2.904 0.36
H -0.626 -3.809 -2.104 0.20
```

Properties
Relative energy (zero: lowest compared OMol25 entry of this formula, charge and spin)   0.0 kJ/mol
Molecular weight   131.18 g/mol
Spin multiplicity   1
Total charge   +1
Highest occupied orbital energy   -13.322 eV
Calculated total energy   -20117.4868 eV